Record 1
13
Properties=species:S:1:pos:R:3 method="wB97M-V/def2-TZVPD" e_lumo_ha=0.0377 e_homo_ev=-9.5 e_tot_ha=-286.53443 total_charge=0
O 1.87 0.74 0.34
N -0.74 0.58 1.07
C 0.91 0.23 -0.54
C -1.02 -0.49 0.09
C 0.31 -1.18 -0.19
C -0.49 0.81 -0.36
H -1.01 1.60 -0.89
H 0.80 -1.71 0.63
H -1.59 1.08 1.31
H -2.02 -0.91 -0.02
H 0.26 -1.82 -1.08
H 1.40 0.77 1.19
H 1.32 0.30 -1.56


Record 2
13
Properties=species:S:1:pos:R:3 method="wB97M-V/def2-TZVPD" e_lumo_ha=0.0354 e_homo_ev=-7.9 e_tot_ha=-286.57995 total_charge=0
O -1.84 3.22 2.93
N -0.44 0.39 -1.25
C 0.00 0.00 0.00
C 0.40 1.14 0.70
C -0.20 1.75 -1.36
C 0.36 2.16 -0.21
H -0.50 2.32 -2.24
H 0.79 1.18 1.72
H -1.81 4.07 3.42
H 0.74 3.16 0.03
H -2.76 2.88 3.08
H 0.34 -0.98 0.34
H -0.69 -0.22 -2.03


Record 3
13
Properties=species:S:1:pos:R:3 method="wB97M-V/def2-TZVPD" e_lumo_ha=-0.0004 e_homo_ev=-9.4 e_tot_ha=-286.43440 total_charge=0
O 0.80 -0.53 0.36
N 0.13 -0.33 -2.72
C 0.56 0.86 -2.68
C -0.63 0.74 0.30
C -0.12 -0.20 1.16
C -0.30 -0.65 2.57
H 0.28 1.55 -3.48
H -1.25 -1.20 2.66
H 1.20 1.27 -1.89
H 0.53 -1.29 2.86
H -1.32 0.39 -0.47
H -0.36 0.22 3.22
H 0.48 -0.83 -1.90


Record 4
13
Properties=species:S:1:pos:R:3 method="wB97M-V/def2-TZVPD" e_lumo_ha=0.0383 e_homo_ev=-9.4 e_tot_ha=-286.53237 total_charge=0
O -0.12 -1.42 0.72
N -0.12 0.92 -1.22
C -1.18 -0.70 0.12
C 1.10 -0.82 0.30
C 0.77 0.62 -0.08
C -0.69 0.74 0.10
H 1.49 1.35 0.28
H -0.12 1.88 -1.59
H -2.13 -0.89 0.62
H 1.72 -0.76 1.21
H -1.28 -1.04 -0.93
H 1.60 -1.41 -0.49
H -1.03 1.50 0.82